No. 1
The following is a DFT calculation (wB97M-V/def2-TZVPD) of C5H8O2 as an isolated structure at a distorted geometry.

The energy above the lowest of the compared OMol25 structures with the same formula, charge and spin comes out at 121.0 kcal/mol. As for the HOMO-LUMO gap: 9.0 eV. For the HOMO energy, the calculation gives -0.2959 hartree.

ORCA input file:
```
! RIJCOSX wB97M-V def2-TZVPD def2/J DEFGRID3
* xyz 0 1
C 0.73580 1.26990 1.35497
C -0.40051 0.77992 1.77537
C 0.42300 -0.14488 1.09545
C -1.10583 0.25392 -1.29139
C -0.12411 -0.76242 -0.77539
O 1.10869 -1.23365 1.70075
O 1.00472 -0.84926 -1.62156
H 1.53558 1.93802 1.36263
H -1.17590 1.03984 2.33720
H -1.68168 0.49169 -0.32035
H -1.67990 -0.23858 -2.12189
H -0.53106 1.16642 -1.54140
H -0.44975 -1.82440 -0.55704
H 1.42545 -1.75280 0.96435
H 0.91550 -0.13372 -2.36170
*
```

---

No. 2
The following is a DFT calculation (wB97M-V/def2-TZVPD) of AlH28O14 as an isolated structure at a distorted geometry.

The energy above the lowest of the compared OMol25 structures with the same formula, charge and spin comes out at 27.7 kcal/mol. As for the HOMO-LUMO gap: 3.0 eV. For the HOMO energy, the calculation gives -0.7056 hartree.

ORCA input file:
```
! RIJCOSX wB97M-V def2-TZVPD def2/J DEFGRID3
* xyz 3 1
Al 0.30684 -0.04013 0.15491
O -1.42865 -1.45878 2.28908
H -1.00278 -1.89081 3.02949
H -2.30378 -1.24046 2.60957
O 1.90936 1.20569 -2.32282
H 2.17375 0.55822 -2.97635
H 2.37893 2.00219 -2.57047
O -0.96408 1.45800 2.58812
H -1.48944 2.23511 2.77873
H -0.87653 1.01463 3.43192
O -2.80998 0.84176 0.16318
H -3.34643 0.49607 0.87659
H -3.44290 1.14843 -0.48613
O -0.78101 2.24552 -1.62608
H -0.39173 2.44583 -2.47730
H -1.54421 2.82051 -1.56995
O 3.13158 0.81951 0.94099
H 3.80216 1.33312 0.49073
H 3.55685 0.52213 1.74532
O -0.81508 -0.33416 -2.65634
H -0.71952 -1.20266 -3.04726
H -1.13640 0.21638 -3.37040
O -1.34174 -2.46014 -0.44275
H -1.09420 -2.98567 -1.20352
H -2.24261 -2.72212 -0.25295
O 1.21633 -2.90432 1.49717
H 0.79567 -3.76239 1.55184
H 2.12358 -3.06485 1.75672
O 2.03225 -2.31401 -1.10282
H 1.96518 -3.25274 -0.92814
H 2.67162 -2.24694 -1.81199
O 0.89996 2.90475 0.77026
H 0.97427 3.28859 1.64399
H 0.68649 3.64391 0.20079
O -2.05351 4.58572 0.84013
H -1.20755 4.80566 0.45000
H -2.38299 3.86241 0.30674
O 1.24859 -0.55226 3.00381
H 1.48666 -0.42384 3.92199
H 1.21926 -1.50270 2.89415
O -0.41897 -3.09501 -3.41535
H 0.30669 -3.68617 -3.61577
H -1.09194 -3.31400 -4.05984
*
```

---

No. 3
The following is a DFT calculation (wB97M-V/def2-TZVPD) of a 17-piece molecular cluster, CH36O16S2 overall at a distorted geometry.

The energy above the lowest of the compared OMol25 structures with the same formula, charge and spin comes out at 15.8 kcal/mol. As for the HOMO-LUMO gap: 8.8 eV. For the HOMO energy, the calculation gives -0.3260 hartree.

ORCA input file:
```
! RIJCOSX wB97M-V def2-TZVPD def2/J DEFGRID3
* xyz 0 1
C 0.70957 -3.54718 -0.08634
S 0.86380 -4.32207 -1.79676
S 0.34738 -2.70388 -2.94905
H -0.23837 -3.92303 0.30424
H 0.84714 -2.48220 -0.00098
H 1.51412 -4.01825 0.47240
H -0.93761 -3.19401 -3.18746
H 1.60767 1.35057 -0.03660
H 2.69288 0.21005 0.15530
O 1.76520 0.39083 -0.01241
H -3.71160 -2.92015 0.91625
H -4.51343 -1.80727 0.35729
O -4.49918 -2.40626 1.11948
H 1.11369 4.17551 -2.05744
H 1.37793 4.46865 -0.55592
O 1.53330 4.78465 -1.44950
H -1.74071 1.69667 -1.66941
H -1.89878 1.81904 -0.12788
O -1.40095 1.38411 -0.83043
H -4.60631 2.13092 -0.41638
H -4.15826 1.48132 -1.81779
O -3.92242 2.04716 -1.08139
H -1.26703 -2.59642 2.19628
H -1.10932 -2.95222 3.68114
O -1.29866 -2.22247 3.08104
H 0.83230 -0.79196 1.09682
H -0.37973 -0.75955 2.11318
O 0.50669 -1.09877 1.94799
H 0.20430 2.12000 3.88950
H 1.54103 1.53315 3.66791
O 1.03203 2.31529 3.43822
H -1.69238 -0.23539 -0.11596
H -2.18222 -1.60220 -0.48069
O -2.50296 -0.79584 -0.03405
H 1.29776 0.64278 -3.91416
H 0.23100 0.04829 -4.89642
O 1.12943 -0.07411 -4.56303
H 3.44213 0.59492 -2.61689
H 2.46504 1.68247 -2.10352
O 2.66673 1.10115 -2.84636
H 4.12803 2.51123 -0.24447
H 5.01959 1.83048 -1.25373
O 4.17696 1.72149 -0.79714
H -0.97179 2.17510 -4.16687
H -0.65100 3.30954 -3.00632
O -1.26160 2.91741 -3.64203
H 0.65435 -3.86292 3.17010
H 0.46117 -4.95029 2.04639
O 0.07408 -4.54491 2.82439
H 0.58462 2.73588 1.68381
H -0.31282 2.67640 0.39666
O 0.60436 2.62753 0.71395
H 0.52877 -0.50164 4.90840
H -0.69443 -0.36248 4.08307
O -0.00146 0.19286 4.49361
*
```

---

No. 4
The following is a DFT calculation (wB97M-V/def2-TZVPD) of C5H16N3 as an isolated structure at a distorted geometry.

The energy above the lowest of the compared OMol25 structures with the same formula, charge and spin comes out at 292.3 kcal/mol. As for the HOMO-LUMO gap: 4.7 eV. For the HOMO energy, the calculation gives -0.4366 hartree.

ORCA input file:
```
! RIJCOSX wB97M-V def2-TZVPD def2/J DEFGRID3
* xyz 1 1
C 1.11459 0.10995 0.85331
N 0.62044 -0.78477 1.81739
C -1.52428 1.57562 -0.95441
C -2.83871 1.27108 -0.70877
C -2.60810 -0.64487 -0.57840
N -2.15842 -1.11470 0.76259
C 1.09843 -0.91378 -0.11950
N 4.55067 -0.52198 -0.35578
H 0.51316 1.07879 0.59384
H 2.16657 0.62545 1.07026
H 1.05837 -0.78101 2.71378
H -0.94631 2.24485 -0.39301
H -1.27594 1.62954 -1.96120
H -3.66554 1.20017 -1.49933
H -3.28373 1.56113 0.29619
H -1.65962 -0.08958 -1.06929
H -3.27396 -1.31946 -1.04591
H -1.15728 -0.62372 0.78842
H -2.82427 -0.66559 1.46865
H 0.46039 -1.06058 -0.89738
H 1.81046 -1.60447 0.15419
H 5.26332 -1.01322 0.18860
H 3.59492 -0.43478 -0.14318
H 4.96483 0.27594 -0.98104
*
```